The following is a DFT calculation (wB97M-V/def2-TZVPD) of an isolated molecule of C5H7NO2 at a distorted geometry.

lowest unoccupied orbital energy	0.03373	Eh
SMILES	COc1nocc1C
HOMO energy	-9.416	eV
spin multiplicity	1
energy relative to the best compared isomer or geometry (same formula, charge and spin)	277.7	kJ/mol

Last column: natural (NBO) charge in e.
Geometry (Å):
1 C 2.10 0.07 0.51  0.098
2 C 0.89 -0.59 0.33  -0.154
3 C 0.00 0.51 0.01  0.433
4 C 0.53 -2.05 0.32  -0.639
5 C -2.14 1.25 -0.67  -0.262
6 N 0.68 1.61 0.01  -0.206
7 O 1.91 1.41 0.39  -0.250
8 O -1.29 0.26 -0.24  -0.485
9 H 3.06 -0.03 0.89  0.207
10 H 1.31 -2.71 -0.15  0.225
11 H 0.59 -2.41 1.28  0.224
12 H -0.46 -2.14 -0.20  0.239
13 H -1.77 2.33 -0.50  0.198
14 H -3.12 1.23 -0.23  0.193
15 H -2.30 1.26 -1.76  0.179

=====

The following is a DFT calculation (wB97M-V/def2-TZVPD) of an isolated molecule of C6H10ClN at a distorted geometry.

lowest unoccupied orbital energy	0.03303	Eh
SMILES	C=C(C)/C=C(\Cl)CN
HOMO energy	-8.927	eV
spin multiplicity	1
energy relative to the best compared isomer or geometry (same formula, charge and spin)	103.8	kJ/mol

Last column: natural (NBO) charge in e.
Geometry (Å):
1 C 0.03 0.78 -2.58  -0.633
2 C -0.49 -0.16 -1.54  -0.023
3 C -1.10 -1.32 -1.85  -0.376
4 C -0.36 0.31 -0.15  -0.255
5 C 0.00 -0.30 0.91  0.014
6 C 0.12 0.31 2.32  -0.243
7 H -0.47 1.72 -2.49  0.213
8 H 1.11 0.92 -2.53  0.221
9 H -0.11 0.37 -3.58  0.218
10 H -1.25 -1.77 -2.86  0.203
11 H -1.49 -1.99 -1.03  0.202
12 H -0.56 1.38 -0.06  0.218
13 H -0.58 -0.31 2.94  0.177
14 H -0.31 1.37 2.31  0.200
15 H 1.90 -0.54 2.83  0.363
16 H 1.54 0.80 3.69  0.359
17 N 1.50 0.39 2.72  -0.826
18 Cl 0.51 -1.98 0.93  -0.032

=====

The following is a DFT calculation (wB97M-V/def2-TZVPD) of a cluster of 2 separate species, C5H6F5P in total at a distorted geometry.

lowest unoccupied orbital energy (alpha / beta)	-0.04720 / -0.03670	Eh
HOMO energy (alpha / beta)	-8.497 / -9.320	eV
spin multiplicity	1
energy relative to the best compared isomer or geometry (same formula, charge and spin)	20.0	kJ/mol

Last column: natural (NBO) charge in e.
Geometry (Å):
1 C -2.05 0.01 -0.24  -0.454
2 C 0.41 1.06 1.40  -0.017
3 C 1.49 -0.74 0.03  -0.018
4 C 0.93 0.63 0.13  -0.149
5 C -2.43 -1.27 0.14  0.848
6 F 0.59 2.35 1.61  -0.343
7 F 1.06 -1.25 -1.17  -0.359
8 F -3.77 -1.37 0.24  -0.309
9 F -2.11 -2.25 -0.82  -0.331
10 F -1.86 -1.67 1.29  -0.313
11 P -2.03 1.46 -0.91  0.574
12 H -0.62 0.85 1.50  0.183
13 H 0.83 0.32 2.28  0.147
14 H 1.09 -1.34 0.84  0.178
15 H 2.64 -0.70 0.04  0.182
16 H 1.12 1.47 -0.63  0.216
17 H -3.15 1.94 -0.25  -0.034

=====

The following is a DFT calculation (wB97M-V/def2-TZVPD) of a cluster of 2 separate species, C13H25N3OS in total at a distorted geometry.

lowest unoccupied orbital energy	-0.04381	Eh
HOMO energy	-5.626	eV
spin multiplicity	1
energy relative to the best compared isomer or geometry (same formula, charge and spin)	287.8	kJ/mol

Last column: natural (NBO) charge in e.
Geometry (Å):
1 C 1.14 -2.29 1.09  -0.625
2 C 1.36 -2.10 -0.39  -0.382
3 C 0.74 -0.84 -0.94  -0.309
4 C 0.85 -0.77 -2.45  -0.586
5 C 1.26 0.43 -0.34  0.031
6 C 2.60 0.56 0.04  -0.135
7 C 3.15 1.72 0.59  -0.201
8 S 4.80 1.91 1.10  0.119
9 C 2.30 2.82 0.77  0.352
10 N 2.73 4.03 1.34  -0.837
11 N 1.01 2.68 0.38  -0.429
12 C 0.45 1.58 -0.15  0.291
13 C -1.01 1.76 -0.44  -0.290
14 N -1.66 2.12 0.83  -0.642
15 C -1.87 0.92 1.68  -0.468
16 H 1.59 -1.50 1.68  0.180
17 H 0.07 -2.29 1.27  0.266
18 H 1.55 -3.23 1.43  0.210
19 H 0.86 -2.91 -0.91  0.228
20 H 2.42 -2.16 -0.65  0.172
21 H -0.33 -0.96 -0.70  0.306
22 H 0.30 0.08 -2.85  0.204
23 H 1.88 -0.69 -2.78  0.195
24 H 0.40 -1.66 -2.86  0.229
25 H 3.25 -0.29 -0.11  0.233
26 H 5.08 0.63 0.86  0.124
27 H 2.42 4.84 0.82  0.388
28 H 2.44 4.13 2.30  0.397
29 H 0.38 3.45 0.55  0.443
30 H -1.41 0.89 -0.94  0.241
31 H -1.13 2.61 -1.12  0.207
32 H -2.57 2.48 0.57  0.365
33 H -2.20 0.09 1.06  0.295
34 H -0.94 0.65 2.15  0.169
35 H -2.60 1.13 2.45  0.199
36 C -4.15 -2.29 -1.24  -0.631
37 C -3.19 -2.66 -0.09  -0.011
38 O -2.41 -1.64 0.35  -1.001
39 H -3.58 -1.94 -2.10  0.176
40 H -4.75 -3.15 -1.56  0.180
41 H -4.82 -1.49 -0.92  0.183
42 H -2.60 -3.54 -0.46  0.077
43 H -3.83 -3.10 0.71  0.092

=====

The following is a DFT calculation (wB97M-V/def2-TZVPD) of a cluster of 9 separate species, C30H84F6N7O13S2 in total at a distorted geometry.

lowest unoccupied orbital energy	-0.39891	Eh
net charge	+5
HOMO energy	-18.055	eV
spin multiplicity	1
energy relative to the best compared isomer or geometry (same formula, charge and spin)	0.0	kJ/mol

Last column: Mulliken charge in e.
Geometry (Å):
1 C -3.84 7.55 26.74  -1.423
2 C -4.51 8.24 27.91  0.268
3 C -5.90 8.72 27.59  -0.083
4 O -6.58 9.15 28.76  -0.472
5 C -6.20 10.45 29.21  -0.598
6 N -4.60 7.34 29.10  -0.068
7 H -5.46 6.80 29.20  0.345
8 H -3.84 6.66 29.16  0.385
9 H -4.59 7.89 29.97  0.420
10 H -4.34 6.67 26.34  0.246
11 H -2.88 7.12 27.05  0.562
12 H -3.68 8.25 25.92  -0.052
13 H -3.83 9.05 28.17  0.274
14 H -6.57 7.95 27.19  0.310
15 H -5.91 9.52 26.85  0.059
16 H -6.68 10.67 30.16  0.367
17 H -6.58 11.20 28.50  0.279
18 H -5.12 10.57 29.34  0.230
19 C 2.39 13.19 23.43  -1.215
20 C 2.37 11.69 23.23  -0.081
21 C 1.08 11.08 23.77  -0.742
22 O -0.08 11.36 22.99  -0.003
23 C -1.16 10.48 23.39  -0.511
24 N 2.51 11.37 21.74  -0.217
25 H 3.50 11.34 21.47  0.390
26 H 2.13 10.45 21.52  0.285
27 H 2.03 12.07 21.17  0.351
28 H 3.36 13.67 23.31  0.425
29 H 2.00 13.39 24.43  0.383
30 H 1.68 13.74 22.80  0.228
31 H 3.21 11.15 23.67  0.423
32 H 0.95 11.44 24.80  0.361
33 H 1.19 9.99 23.90  0.463
34 H -1.24 10.43 24.47  0.430
35 H -1.14 9.55 22.81  0.427
36 H -2.05 11.04 23.09  -0.402
37 C -3.59 11.18 19.73  -1.319
38 C -3.66 10.22 18.55  0.680
39 C -3.87 10.89 17.21  -0.940
40 O -3.70 9.85 16.28  -0.348
41 C -3.77 10.34 14.91  -0.767
42 N -2.33 9.52 18.47  -0.188
43 H -2.09 9.08 19.36  0.191
44 H -2.41 8.74 17.80  0.440
45 H -1.56 10.10 18.15  0.359
46 H -3.33 10.74 20.69  0.132
47 H -4.61 11.50 19.94  0.244
48 H -3.05 12.10 19.53  0.584
49 H -4.41 9.46 18.79  -0.008
50 H -3.08 11.65 17.09  0.425
51 H -4.86 11.34 17.15  0.504
52 H -2.89 10.98 14.76  0.346
53 H -4.68 10.89 14.72  0.315
54 H -3.64 9.47 14.27  0.262
55 C -2.75 15.87 21.54  -1.486
56 C -2.84 14.95 22.75  0.255
57 C -4.17 14.30 22.94  -0.560
58 O -4.46 13.32 21.94  -0.355
59 C -5.60 12.58 22.33  -1.141
60 N -1.75 13.90 22.67  0.413
61 H -1.69 13.36 21.81  0.425
62 H -0.85 14.35 22.81  0.374
63 H -1.90 13.20 23.40  -0.557
64 H -3.49 16.65 21.73  0.454
65 H -3.04 15.38 20.61  0.285
66 H -1.78 16.35 21.39  0.454
67 H -2.58 15.54 23.63  0.328
68 H -4.94 15.08 22.96  0.493
69 H -4.24 13.82 23.93  0.278
70 H -6.22 13.11 23.06  0.601
71 H -5.35 11.59 22.72  0.233
72 H -6.26 12.42 21.48  0.401
73 C -13.16 5.11 27.59  -1.282
74 C -11.82 4.60 28.07  0.119
75 C -10.74 4.74 26.99  -0.855
76 O -10.56 6.11 26.67  -0.327
77 C -9.42 6.37 25.88  -0.794
78 N -11.34 5.37 29.27  -0.244
79 H -11.91 5.16 30.10  0.377
80 H -10.37 5.14 29.50  0.347
81 H -11.34 6.38 29.09  0.365
82 H -13.40 4.71 26.60  0.369
83 H -13.20 6.19 27.47  0.358
84 H -13.96 4.78 28.25  0.419
85 H -11.81 3.53 28.28  0.332
86 H -11.09 4.18 26.12  0.412
87 H -9.78 4.30 27.30  0.405
88 H -9.54 5.90 24.90  0.305
89 H -8.49 5.99 26.33  0.308
90 H -9.31 7.45 25.76  0.379
91 C -9.73 7.28 21.41  -1.529
92 C -8.52 6.66 20.78  1.888
93 C -8.70 5.25 20.24  -1.051
94 O -7.53 4.71 19.68  -0.385
95 C -6.64 4.15 20.63  -0.336
96 N -8.05 7.49 19.59  -0.116
97 H -8.46 7.20 18.70  0.431
98 H -8.38 8.45 19.72  0.418
99 H -7.04 7.61 19.56  0.151
100 H -9.52 8.31 21.71  0.395
101 H -10.06 6.71 22.27  0.326
102 H -10.58 7.42 20.73  0.396
103 H -7.68 6.60 21.48  -1.023
104 H -9.47 5.19 19.46  0.501
105 H -9.18 4.63 21.01  0.368
106 H -6.65 4.63 21.61  0.012
107 H -5.63 4.23 20.23  0.104
108 H -6.81 3.08 20.78  0.438
109 C -1.43 4.19 20.38  -1.455
110 C -2.54 4.57 21.33  0.765
111 C -2.18 4.18 22.75  -0.700
112 O -2.88 4.92 23.72  -0.228
113 C -4.15 4.36 24.03  -0.645
114 N -2.57 6.12 21.33  0.033
115 H -3.00 6.38 20.45  0.460
116 H -3.12 6.60 22.06  -0.170
117 H -1.62 6.51 21.42  0.421
118 H -0.46 4.57 20.71  0.415
119 H -1.53 4.49 19.33  0.416
120 H -1.36 3.10 20.33  0.388
121 H -3.51 4.34 20.90  -0.289
122 H -1.11 4.34 22.91  0.307
123 H -2.30 3.10 22.89  0.491
124 H -4.50 4.76 24.98  0.094
125 H -4.10 3.28 24.15  0.427
126 H -4.86 4.55 23.22  0.232
127 C -3.37 11.74 26.16  0.384
128 F -3.72 10.94 27.18  -0.245
129 F -3.34 11.01 25.03  -0.080
130 F -4.32 12.67 26.04  -0.262
131 S -1.72 12.50 26.53  1.166
132 O -0.80 11.39 26.43  -0.697
133 O -1.53 13.48 25.45  -0.684
134 O -1.97 13.06 27.81  -0.641
135 C -6.22 8.86 23.85  0.173
136 F -7.42 9.36 23.52  -0.211
137 F -5.54 9.78 24.50  -0.117
138 F -6.48 7.83 24.70  -0.101
139 S -5.31 8.32 22.30  0.817
140 O -5.89 9.06 21.20  -0.641
141 O -3.88 8.61 22.51  -0.205
142 O -5.46 6.87 22.25  -0.445